# 1
A molecular structure, C34H25CoN6OS3Se. Source: the Open Molecules 2025 dataset; level of theory: wB97M-V/def2-TZVPD.

Electronic energy ... -182135.3460 eV
Orbital gap (spin up / spin down) ... 4.2 / 4.4 eV
Highest occupied orbital energy (spin up / spin down) ... -0.116 / -0.125 Eh
ΔE to the lowest compared entry with this formula, charge and spin ... 0.00 kJ/mol

ORCA input file:
```
! RIJCOSX wB97M-V def2-TZVPD def2/J DEFGRID3
* xyz -1 2
Co -0.651 -0.101 0.363
C 0.157 -3.453 -2.183
C 0.058 -2.556 -0.975
N -0.558 -1.425 -1.046
N -1.141 -1.138 -2.291
C -1.880 -0.084 -2.259
S -2.183 0.947 -0.912
S -2.703 0.399 -3.753
C -1.749 -0.520 -4.991
C -0.498 0.201 -5.415
C 0.706 -0.009 -4.749
C 1.851 0.679 -5.127
C 1.810 1.579 -6.181
C 0.612 1.799 -6.850
C -0.532 1.117 -6.465
C 0.666 -3.019 0.282
C 0.924 -4.396 0.423
C 1.522 -4.932 1.540
C 1.919 -4.062 2.565
C 1.687 -2.715 2.469
C 1.021 -2.142 1.349
O 0.801 -0.875 1.354
H 0.110 -2.866 -3.093
H -0.678 -4.159 -2.209
H 1.083 -4.021 -2.152
H -2.425 -0.656 -5.837
H -1.526 -1.495 -4.563
H 0.733 -0.683 -3.903
H 2.770 0.519 -4.578
H 2.705 2.114 -6.476
H 0.569 2.510 -7.666
H -1.469 1.300 -6.980
H 0.625 -5.068 -0.371
H 1.684 -5.999 1.620
H 2.410 -4.457 3.448
H 1.978 -2.034 3.259
S -3.846 1.343 6.972
N -3.966 0.004 6.040
C -3.217 0.221 4.974
C -3.019 -0.701 3.877
C -3.563 -1.991 3.846
C -3.302 -2.809 2.778
C -2.506 -2.312 1.731
N -1.997 -1.104 1.735
C -2.218 -0.300 2.799
C -1.555 0.983 2.808
N -0.757 1.279 1.755
C -0.096 2.417 1.728
C -0.183 3.357 2.766
C -0.991 3.081 3.839
C -1.702 1.876 3.879
C -2.566 1.496 4.975
N -2.833 2.229 6.042
H -4.176 -2.320 4.676
H -3.691 -3.816 2.726
H -2.281 -2.920 0.860
H 0.520 2.584 0.852
H 0.388 4.273 2.700
H -1.092 3.776 4.664
Se 1.684 0.800 -1.197
C 2.577 2.238 -0.349
C 2.660 3.501 -0.947
C 3.311 4.548 -0.307
C 3.869 4.365 0.953
C 3.777 3.120 1.566
C 3.146 2.065 0.921
H 2.204 3.651 -1.917
H 3.368 5.517 -0.789
H 4.369 5.186 1.454
H 4.203 2.968 2.551
H 3.075 1.093 1.393
*
```

Mulliken atomic charge list, values in e, 6 entries: atom 1 (Co): -0.421, atom 2 (C): -1.929, atom 3 (C): 1.141, atom 4 (N): 0.712, atom 5 (N): -0.837, atom 6 (C): 0.453

# 2
A molecular structure, C34H26AsBrN3OPS4V. Source: the Open Molecules 2025 dataset; level of theory: wB97M-V/def2-TZVPD.

Electronic energy ... -251401.9772 eV
Orbital gap (spin up / spin down) ... 4.3 / 5.2 eV
Highest occupied orbital energy (spin up / spin down) ... -0.018 / -0.049 Eh
ΔE to the lowest compared entry with this formula, charge and spin ... 52.83 kJ/mol

ORCA input file:
```
! RIJCOSX wB97M-V def2-TZVPD def2/J DEFGRID3
* xyz -2 2
V -1.542 0.401 -1.949
Br -0.738 -6.079 1.813
C -1.129 -4.384 1.017
C -2.201 -3.646 1.505
C -2.449 -2.398 0.942
C -1.653 -1.909 -0.083
O -1.853 -0.686 -0.552
C -0.625 -2.707 -0.648
C 0.059 -2.320 -1.825
N -0.220 -1.211 -2.532
C 0.382 -1.025 -3.743
C 1.437 -1.765 -4.293
C 1.917 -1.468 -5.576
C 1.375 -0.474 -6.346
C 0.303 0.302 -5.829
C -0.315 1.352 -6.542
C -1.339 2.050 -5.965
C -1.763 1.717 -4.672
N -1.193 0.748 -3.974
C -0.175 0.032 -4.535
C -0.352 -3.948 -0.032
H -2.815 -4.025 2.309
H -3.254 -1.773 1.305
H 0.790 -3.027 -2.208
H 1.907 -2.558 -3.729
H 2.745 -2.051 -5.967
H 1.754 -0.257 -7.337
H 0.039 1.594 -7.538
H -1.830 2.873 -6.465
H -2.552 2.275 -4.182
H 0.460 -4.559 -0.406
N 2.150 -0.633 -0.267
C 2.219 -1.097 1.025
C 3.127 -2.117 1.345
C 3.333 -2.497 2.654
C 2.659 -1.857 3.689
C 1.735 -0.876 3.371
C 1.458 -0.514 2.056
P 0.180 0.719 1.546
C -1.195 0.472 2.733
C -2.184 1.462 2.719
C -3.339 1.319 3.467
C -3.539 0.178 4.236
C -2.580 -0.822 4.232
C -1.424 -0.682 3.474
C 1.042 2.183 2.270
C 2.083 2.714 1.508
C 2.790 3.818 1.949
C 2.469 4.417 3.160
C 1.439 3.894 3.925
C 0.731 2.784 3.483
H 2.434 -1.274 -0.989
H 1.354 -0.058 -0.531
H 3.674 -2.599 0.543
H 4.034 -3.295 2.873
H 2.845 -2.125 4.722
H 1.203 -0.369 4.169
H -2.043 2.339 2.095
H -4.094 2.095 3.432
H -4.446 0.063 4.817
H -2.735 -1.729 4.805
H -0.712 -1.496 3.445
H 2.319 2.268 0.548
H 3.584 4.225 1.334
H 3.009 5.294 3.496
H 1.177 4.355 4.871
H -0.074 2.391 4.090
S -3.429 1.688 -1.722
As -2.945 3.889 -1.273
S -0.856 3.464 -0.385
S 0.008 2.083 -1.711
S -2.634 4.851 -3.164
*
```

Mulliken atomic charge list, values in e, 6 entries: atom 1 (V): 0.029, atom 2 (Br): -0.301, atom 3 (C): 0.005, atom 4 (C): -0.510, atom 5 (C): -0.423, atom 6 (C): 0.310

# 3
A molecular structure, C34H26AsF6N2O3PRbS. Source: the Open Molecules 2025 dataset; level of theory: wB97M-V/def2-TZVPD.

Electronic energy ... -142730.3404 eV
Orbital gap (spin up / spin down) ... 5.7 / 5.4 eV
Highest occupied orbital energy (spin up / spin down) ... -0.065 / -0.065 Eh
ΔE to the lowest compared entry with this formula, charge and spin ... 92.99 kJ/mol

ORCA input file:
```
! RIJCOSX wB97M-V def2-TZVPD def2/J DEFGRID3
* xyz -2 2
Rb -0.016 0.563 -0.570
O 2.753 0.391 -1.033
N 3.991 0.251 -0.771
C 4.391 0.139 0.506
C 5.715 -0.002 0.862
C 6.681 -0.036 -0.139
C 6.270 0.057 -1.450
C 4.919 0.189 -1.791
S 4.397 0.248 -3.395
H 3.587 0.168 1.228
H 5.976 -0.089 1.905
H 7.731 -0.145 0.100
H 6.980 0.021 -2.262
O -1.600 -0.475 3.723
C -1.093 0.359 2.982
O -0.396 0.180 1.945
C -1.234 1.877 3.279
P -0.047 2.496 2.015
C -0.110 4.258 2.648
C -0.773 5.208 1.879
C -0.970 6.494 2.351
C -0.496 6.855 3.601
C 0.180 5.923 4.373
C 0.377 4.642 3.895
C 1.578 2.120 2.774
C 2.665 2.860 2.311
C 3.936 2.648 2.812
C 4.143 1.678 3.782
C 3.078 0.910 4.218
C 1.807 1.120 3.712
H -1.013 2.179 4.308
H -2.242 2.214 3.026
H -1.151 4.920 0.906
H -1.497 7.219 1.743
H -0.652 7.858 3.976
H 0.549 6.198 5.356
H 0.904 3.922 4.509
H 2.497 3.617 1.555
H 4.773 3.228 2.445
H 5.131 1.516 4.194
H 3.246 0.138 4.957
H 0.992 0.497 4.045
C -4.605 -2.263 -2.053
C -4.395 -3.603 -2.340
C -3.119 -4.131 -2.342
C -2.011 -3.324 -2.050
C -2.255 -1.996 -1.733
C -3.516 -1.456 -1.734
C -0.649 -3.864 -2.037
C -0.321 -5.100 -2.661
C 0.950 -5.584 -2.565
C 1.926 -4.844 -1.867
C 3.265 -5.254 -1.729
C 4.152 -4.485 -1.028
C 3.733 -3.287 -0.426
C 2.443 -2.857 -0.551
C 1.507 -3.617 -1.281
N 0.250 -3.165 -1.386
H -5.605 -1.849 -2.094
H -5.235 -4.248 -2.571
H -2.990 -5.186 -2.551
H -3.676 -0.415 -1.483
H -1.073 -5.649 -3.210
H 1.221 -6.537 -3.004
H 3.579 -6.177 -2.204
H 5.186 -4.789 -0.936
H 4.450 -2.696 0.125
H 2.097 -1.938 -0.107
F -1.451 1.075 -2.885
As -2.100 2.531 -2.123
F -3.756 2.049 -2.595
F -1.981 3.398 -3.664
F -2.785 4.007 -1.410
F -0.482 3.054 -1.688
F -2.304 1.712 -0.584
*
```

Mulliken atomic charge list, values in e, 6 entries: atom 1 (Rb): 1.384, atom 2 (O): -0.576, atom 3 (N): 0.557, atom 4 (C): -0.541, atom 5 (C): -0.844, atom 6 (C): -0.240

# 4
A molecular structure, C34H26BrN6O2SSr. Source: the Open Molecules 2025 dataset; level of theory: wB97M-V/def2-TZVPD.

Electronic energy ... -130432.0555 eV
Orbital gap ... 6.2 eV
Highest occupied orbital energy ... -0.143 Eh
ΔE to the lowest compared entry with this formula, charge and spin ... 70.28 kJ/mol

ORCA input file:
```
! RIJCOSX wB97M-V def2-TZVPD def2/J DEFGRID3
* xyz -1 1
Sr -0.505 -0.424 0.923
C -0.644 2.078 -3.392
C -0.530 1.637 -1.963
N -0.249 0.439 -1.600
N -0.001 -0.478 -2.586
C 0.158 -1.697 -2.086
O 0.084 -2.051 -0.875
C 0.481 -2.755 -3.104
C 0.633 -4.070 -2.679
C 0.941 -5.071 -3.588
C 1.103 -4.766 -4.932
C 0.953 -3.453 -5.362
C 0.642 -2.453 -4.454
C -0.763 2.628 -0.880
C -1.098 3.947 -1.178
C -1.305 4.845 -0.144
C -1.173 4.410 1.162
C -0.841 3.079 1.376
N -0.640 2.213 0.390
H -0.438 1.235 -4.042
H 0.060 2.884 -3.612
H -1.651 2.450 -3.598
H 0.503 -4.287 -1.627
H 1.052 -6.093 -3.247
H 1.342 -5.547 -5.643
H 1.074 -3.210 -6.411
H 0.516 -1.429 -4.774
H -1.200 4.264 -2.206
H -1.569 5.873 -0.360
H -1.327 5.071 2.003
H -0.735 2.688 2.383
C -1.104 1.707 5.332
C 0.098 2.382 5.505
C 1.179 2.036 4.711
C 1.047 1.037 3.736
C -0.161 0.350 3.495
C -1.212 0.726 4.351
C 2.244 0.728 2.905
C 3.551 0.852 3.467
C 4.649 0.597 2.711
C 4.493 0.219 1.357
C 5.580 -0.045 0.494
C 5.361 -0.408 -0.805
C 4.041 -0.519 -1.292
C 2.974 -0.272 -0.476
C 3.173 0.099 0.875
N 2.077 0.337 1.658
H -1.959 1.958 5.952
H 0.193 3.167 6.246
H 2.111 2.578 4.834
H -2.183 0.246 4.240
H 3.652 1.119 4.509
H 5.646 0.672 3.132
H 6.589 0.047 0.882
H 6.196 -0.609 -1.464
H 3.867 -0.804 -2.322
H 1.964 -0.349 -0.855
Br -7.360 -1.924 -0.239
C -5.548 -1.379 0.046
C -4.922 -0.623 -0.970
C -3.718 -0.051 -0.616
N -3.057 -0.233 0.524
C -3.523 -1.292 1.373
C -4.954 -1.668 1.217
H -5.400 -0.417 -1.914
H -3.258 0.663 -1.299
H -3.310 -1.052 2.418
H -5.468 -2.166 2.027
O -3.440 -3.634 -0.938
S -2.452 -3.544 0.121
N -2.530 -2.488 1.178
*
```

Mulliken atomic charge list, values in e, 6 entries: atom 1 (Sr): 1.587, atom 2 (C): -1.727, atom 3 (C): -0.326, atom 4 (N): 1.994, atom 5 (N): -1.523, atom 6 (C): 0.249

# 5
A molecular structure, C34H26Cl2N4O8STc. Source: the Open Molecules 2025 dataset; level of theory: wB97M-V/def2-TZVPD.

Electronic energy ... -96099.7533 eV
Orbital gap (spin up / spin down) ... 7.0 / 6.9 eV
Highest occupied orbital energy (spin up / spin down) ... -0.331 / -0.326 Eh

ORCA input file:
```
! RIJCOSX wB97M-V def2-TZVPD def2/J DEFGRID3
* xyz 0 2
Tc -0.343 0.025 -0.338
O 1.363 3.187 4.273
C 2.333 2.313 4.042
O 3.332 2.274 4.709
C 2.153 1.392 2.879
C 3.078 0.462 2.432
Cl 4.563 0.031 3.120
N 2.585 -0.170 1.334
N 1.350 0.321 1.045
C 1.091 1.228 1.980
C -0.273 1.801 1.952
O -0.650 2.672 2.718
O -1.008 1.272 1.029
C 3.228 -1.304 0.719
C 4.512 -1.146 0.221
C 5.219 -2.272 -0.164
C 4.639 -3.529 -0.073
C 3.346 -3.666 0.396
C 2.635 -2.550 0.815
H 0.555 3.026 3.717
H 4.957 -0.164 0.158
H 6.225 -2.165 -0.545
H 5.202 -4.401 -0.379
H 2.892 -4.645 0.466
H 1.650 -2.642 1.231
O -3.817 1.565 -4.806
C -3.175 2.662 -4.429
O -3.299 3.707 -5.010
C -2.283 2.548 -3.242
C -1.520 3.578 -2.703
Cl -1.320 5.182 -3.202
N -0.873 3.113 -1.609
N -1.193 1.826 -1.410
C -2.027 1.477 -2.372
C -2.474 0.054 -2.304
O -3.250 -0.426 -3.112
O -1.970 -0.587 -1.289
C -0.070 3.826 -0.661
C -0.659 4.815 0.107
C 0.107 5.457 1.067
C 1.435 5.106 1.254
C 2.012 4.118 0.469
C 1.261 3.473 -0.503
H -3.660 0.789 -4.206
H -1.703 5.059 -0.023
H -0.344 6.220 1.685
H 2.020 5.598 2.018
H 3.050 3.847 0.612
H 1.687 2.708 -1.136
S 0.912 0.260 -2.207
C 2.541 -0.417 -2.360
C 3.621 0.450 -2.519
C 4.835 -0.027 -2.979
C 4.978 -1.371 -3.291
C 3.909 -2.239 -3.120
C 2.692 -1.769 -2.655
H 3.488 1.508 -2.329
H 5.663 0.656 -3.119
H 5.920 -1.743 -3.669
H 4.017 -3.287 -3.364
H 1.844 -2.433 -2.562
C -1.277 -4.923 1.653
C -1.278 -3.582 2.395
C -0.282 -3.631 3.560
C -2.684 -3.279 2.921
C -0.887 -2.514 1.468
C -0.568 -1.625 0.705
H -1.578 -5.721 2.334
H -0.282 -5.158 1.272
H -1.969 -4.905 0.812
H -0.567 -4.421 4.256
H -0.267 -2.685 4.101
H 0.728 -3.839 3.205
H -2.987 -4.057 3.623
H -3.406 -3.248 2.106
H -2.709 -2.320 3.437
*
```

Mulliken atomic charge list, values in e, 6 entries: atom 1 (Tc): 0.135, atom 2 (O): -0.583, atom 3 (C): 0.446, atom 4 (O): -0.597, atom 5 (C): -0.051, atom 6 (C): 0.244

# 6
A molecular structure, C34H26F3N3O3PV. Source: the Open Molecules 2025 dataset; level of theory: wB97M-V/def2-TZVPD.

Electronic energy ... -89417.9377 eV
Orbital gap (spin up / spin down) ... 6.6 / 6.8 eV
Highest occupied orbital energy (spin up / spin down) ... -0.391 / -0.392 Eh
ΔE to the lowest compared entry with this formula, charge and spin ... 0.00 kJ/mol

ORCA input file:
```
! RIJCOSX wB97M-V def2-TZVPD def2/J DEFGRID3
* xyz 1 2
V -0.715 0.306 0.013
O -0.633 -0.297 3.850
C -1.204 -0.566 2.833
O -0.627 -0.433 1.647
C -2.580 -1.171 2.823
C -3.064 -1.583 4.063
C -4.281 -2.230 4.170
C -5.031 -2.486 3.030
C -4.568 -2.071 1.795
C -3.350 -1.396 1.676
P -2.884 -0.889 -0.005
C -4.259 0.079 -0.680
C -5.332 0.486 0.109
C -6.305 1.322 -0.418
C -6.216 1.762 -1.729
C -5.135 1.384 -2.512
C -4.154 0.561 -1.987
C -2.739 -2.478 -0.881
C -2.117 -3.539 -0.223
C -1.887 -4.734 -0.887
C -2.276 -4.884 -2.211
C -2.898 -3.834 -2.869
C -3.124 -2.632 -2.212
H -2.454 -1.392 4.934
H -4.640 -2.543 5.141
H -5.977 -3.007 3.098
H -5.156 -2.271 0.907
H -5.411 0.171 1.140
H -7.132 1.633 0.205
H -6.978 2.414 -2.136
H -5.044 1.747 -3.527
H -3.290 0.329 -2.596
H -1.817 -3.441 0.813
H -1.410 -5.552 -0.363
H -2.103 -5.820 -2.724
H -3.219 -3.951 -3.895
H -3.637 -1.838 -2.735
C 0.032 -0.849 -3.115
C -0.420 -0.124 -1.906
O -0.797 1.045 -1.876
H -0.635 -0.619 -3.949
H 0.099 -1.920 -2.952
H 1.021 -0.455 -3.366
F -2.560 2.630 -0.403
C -1.762 2.054 0.504
F -2.495 1.916 1.635
F -0.782 2.960 0.794
N 6.476 1.187 0.943
C 7.659 1.851 0.730
C 8.958 1.634 1.181
C 9.916 2.525 0.747
C 9.599 3.596 -0.106
C 8.313 3.810 -0.550
C 7.325 2.921 -0.121
N 5.980 2.897 -0.396
C 5.505 1.865 0.248
C 4.104 1.480 0.211
C 3.178 2.343 -0.377
C 1.853 1.981 -0.425
N 1.410 0.814 0.076
C 2.289 -0.017 0.645
C 3.633 0.274 0.730
H 6.344 0.404 1.558
H 9.207 0.811 1.838
H 10.941 2.398 1.070
H 10.390 4.265 -0.417
H 8.063 4.632 -1.206
H 3.513 3.286 -0.784
H 1.112 2.630 -0.870
H 1.886 -0.932 1.061
H 4.292 -0.447 1.192
*
```

Mulliken atomic charge list, values in e, 6 entries: atom 1 (V): 0.750, atom 2 (O): -0.631, atom 3 (C): -0.029, atom 4 (O): -0.381, atom 5 (C): 0.256, atom 6 (C): -0.617